DFT (wB97M-V/def2-TZVPD) results for a cluster of 2 separate species, C3H5Cl2OP in total at a distorted geometry.

Bonds (Å) are listed after each position.
Cartesian coordinates (Å):
1 C 0.443 -0.352 -0.896  C2 1.180, H9 1.086
2 C 0.030 -1.451 -0.772  C1 1.180, C3 1.527
3 C -0.598 -2.837 -0.649  C2 1.527, H10 1.048, H11 1.126, H12 1.151
4 O 1.138 2.519 0.153  P5 1.727, H8 0.997
5 P -0.033 3.198 1.225  O4 1.727, Cl6 2.035, Cl7 1.973
6 Cl 0.600 2.231 2.901  P5 2.035
7 Cl -1.723 2.219 0.951  P5 1.973
8 H 1.572 3.359 -0.160  O4 0.997
9 H 0.872 0.638 -0.774  C1 1.086
10 H 0.107 -3.450 -0.173  C3 1.048
11 H -1.601 -2.723 -0.150  C3 1.126
12 H -0.807 -3.353 -1.656  C3 1.151

Summary:
energy relative to the best compared isomer or geometry (same formula, charge and spin) = 1.7123 eV
spin multiplicity = 1
Kohn-Sham gap = 10.32 eV
SMILES = OP(Cl)Cl.C#CC
E = -1454.26844 a.u.